Entry 1:
# C8H10FNPm

A molecular structure, C8H10FNPm at a distorted geometry (the ωB97M-V functional and the def2-TZVPD basis, the Open Molecules 2025 dataset).

```
21
C8H10FNPm the ωB97M-V functional and the def2-TZVPD basis
C -0.26 2.34 0.03
C 1.15 2.22 -0.10
C 1.66 1.70 1.13
C 0.56 1.50 2.02
C -0.63 1.90 1.33
Pm 0.33 -0.38 0.09
C 1.72 -0.64 -2.10
C 0.55 -0.09 -2.44
C -0.27 0.60 -3.23
N -1.50 -0.29 -0.90
H 2.72 1.50 1.35
H 1.73 2.47 -0.99
H 0.62 1.10 3.03
H -1.64 1.88 1.73
H -0.93 2.72 -0.74
H 2.59 -0.01 -1.81
H -2.52 -0.39 -0.97
H 1.89 -1.73 -2.10
H 0.02 0.90 -4.24
H -1.29 0.88 -2.91
F 0.69 -2.21 1.14
```

The net charge is -1. The value obtained for the orbital gap (spin up / spin down) is 6.06 / 6.29 eV. Its expectation value of S² is 6.07. For the HOMO energy (spin up / spin down), the calculation gives -2.89 / -3.15 eV. The spin multiplicity is 5.

Entry 2:
# C8H10INO4S

A single C8H10INO4S molecule at a distorted geometry (the ωB97M-V functional and the def2-TZVPD basis, the Open Molecules 2025 dataset).

```
25
C8H10INO4S the ωB97M-V functional and the def2-TZVPD basis
O -2.08 -3.86 0.67
N -1.37 -2.82 0.23
C -0.12 -2.65 -0.06
O 0.82 -3.52 -0.18
C 0.14 -1.19 -0.15
C -0.91 -0.55 0.27
C -1.05 0.93 0.51
C 0.38 1.53 0.42
C 0.89 0.99 -0.90
C 1.31 -0.51 -0.83
C -2.09 -1.53 0.36
O -2.87 -1.66 1.42
O -2.84 -1.30 -0.80
S -4.51 -1.33 -0.75
I -5.28 0.87 -0.09
H 0.68 -4.46 0.01
H -1.77 1.25 -0.08
H -1.43 0.94 1.56
H 0.21 2.67 0.46
H 1.03 1.08 1.27
H 1.76 1.59 -1.24
H -0.08 1.09 -1.62
H 2.26 -0.69 -0.34
H 1.50 -0.80 -1.82
H -2.92 -2.61 1.53
```

The value obtained for the orbital gap is 7.81 eV. As for the SMILES: [O-][N+]1=C(O)C2=C(CCCC2)[C@@]1(O)OSI. For the HOMO energy, the calculation gives -8.38 eV.

Entry 3:
# C8H10INS

A molecular structure, C8H10INS at a distorted geometry (the ωB97M-V functional and the def2-TZVPD basis, the Open Molecules 2025 dataset).

```
21
C8H10INS the ωB97M-V functional and the def2-TZVPD basis
C 0.11 2.67 0.70
C 1.39 2.26 0.52
C -0.81 1.78 1.19
C 1.78 1.00 1.02
C -0.38 0.48 1.48
C -1.18 -3.19 -0.07
C 0.88 -0.11 -2.22
C -0.91 -1.96 -0.99
N 0.90 0.17 1.45
S 0.65 -1.48 -1.31
I -2.55 -0.93 -1.71
H -0.09 3.70 0.55
H 2.13 2.95 0.16
H -1.92 2.00 1.24
H 2.93 0.91 1.12
H -0.86 -4.24 -0.48
H -2.29 -3.33 -0.01
H -0.78 -2.93 0.89
H 0.09 0.56 -2.63
H 1.89 0.06 -2.55
H -0.96 -0.36 1.63
```

The value obtained for the orbital gap (spin up / spin down) is 6.20 / 8.16 eV. Its expectation value of S² is 2.01. For the HOMO energy (spin up / spin down), the calculation gives -5.84 / -9.13 eV. The spin multiplicity is 3.